No. 1
{"formula": "C22H48N3O6P2SiZr", "method": "ωB97M-V with the def2-TZVPD basis set", "species": ["C", "H", "H", "H", "C", "C", "H", "H", "O", "H", "C", "H", "H", "H", "C", "C", "C", "C", "H", "H", "N", "C", "H", "P", "Si", "H", "H", "H", "O", "H", "N", "H", "C", "N", "H", "H", "H", "H", "H", "H", "H", "C", "H", "H", "C", "H", "H", "C", "H", "C", "H", "H", "Zr", "O", "P", "H", "O", "H", "C", "H", "H", "C", "H", "H", "O", "C", "H", "H", "H", "H", "H", "C", "H", "H", "H", "C", "C", "C", "H", "H", "C", "O", "H"], "xyz": [[-0.561, -2.339, 2.910], [-4.431, -1.315, 1.003], [0.528, 0.779, 3.209], [1.948, 1.294, 4.051], [0.892, 1.483, -3.385], [1.394, 2.688, -2.895], [4.038, 2.846, 2.323], [1.172, -3.587, 3.004], [-3.730, 0.319, 3.166], [0.673, -1.354, -3.432], [0.181, -3.601, 2.546], [-2.322, 4.142, -0.930], [3.480, 4.143, 1.274], [0.918, 1.267, -4.444], [0.362, 0.553, -2.521], [-2.565, 3.704, 0.039], [-5.061, 0.824, 3.736], [-0.151, -0.762, -3.027], [2.764, -0.444, 0.073], [-1.659, 3.656, 0.644], [0.668, 2.039, 0.663], [-3.449, -4.567, 0.350], [-4.651, -3.574, 1.852], [-3.081, 0.507, 1.813], [1.629, 2.704, 1.990], [-2.415, 1.656, -0.571], [-3.554, -0.537, -0.329], [-0.849, -0.605, -3.850], [-2.504, -3.413, 0.035], [-6.416, 0.112, 5.201], [2.072, -1.093, 0.446], [-0.354, -4.466, 2.938], [1.571, 1.098, 3.045], [0.326, 0.830, -1.187], [-0.643, -1.336, -2.251], [-4.491, 2.894, 3.483], [-5.759, 0.827, 2.898], [-5.428, -4.910, 1.013], [1.738, 3.901, -1.134], [2.569, -1.646, 1.140], [-3.290, 4.352, 0.533], [-2.746, -5.525, 1.278], [-0.337, 3.784, 2.989], [0.287, -3.723, 1.465], [0.727, 4.016, 2.894], [-4.720, -0.224, 5.573], [2.195, 0.292, 2.645], [3.359, 3.079, 1.497], [-1.754, -5.779, 0.904], [-4.834, 2.215, 4.264], [-4.110, 2.202, 5.080], [0.194, -2.154, 4.901], [0.046, 0.114, 0.887], [-1.899, -2.315, 2.291], [-2.167, -2.121, 0.760], [1.809, 3.412, -3.586], [-3.545, 1.833, 1.189], [-4.158, 2.733, -2.020], [0.815, 2.018, -0.710], [3.684, 2.517, 0.617], [-1.247, -1.164, 4.579], [-3.165, 2.339, -0.168], [-1.396, -2.919, 4.773], [-5.257, -3.381, 0.168], [-1.535, 0.457, 2.002], [-4.403, 2.343, -1.031], [-5.159, 2.991, -0.585], [1.870, -1.735, -0.319], [-3.328, -6.446, 1.325], [-2.673, -5.118, 2.289], [0.009, -1.452, 2.513], [-5.459, -0.187, 4.772], [-5.576, -1.182, 4.342], [-3.576, -5.009, -0.632], [1.141, 4.130, 3.902], [1.362, 2.971, -1.541], [-0.764, -2.122, 4.382], [-4.767, -4.055, 0.874], [-4.838, 1.349, -1.157], [0.823, 4.986, 2.397], [-3.474, -0.880, 0.705], [-0.911, -1.513, 0.103], [-5.780, 2.598, 4.651]], "mulliken_charge": [3.129, 0.449, 0.144, 0.602, -0.881, -0.514, 0.454, 0.471, -0.035, 0.384, -1.434, 0.439, 0.373, 0.560, 0.648, -1.351, 0.621, -1.437, 0.274, 0.138, 0.912, 0.557, 0.204, 0.124, 0.130, -0.283, 0.341, 0.478, -0.216, 0.461, -0.561, 0.370, -0.647, 0.184, 0.016, 0.296, 0.358, 0.507, 0.579, 0.320, 0.376, -1.113, 0.275, 0.323, -1.026, 0.316, 0.270, -1.185, 0.363, -1.337, 0.313, 0.397, -0.046, -0.278, 0.284, 0.516, -0.192, 0.432, 0.336, 0.336, 0.310, 1.281, 0.408, 0.353, -0.564, -1.473, 0.354, 0.245, 0.505, 0.112, -1.306, -1.363, 0.330, 0.329, 0.422, -0.813, -1.431, -1.214, 0.337, 0.366, -0.075, -1.114, 0.477], "de_lowest_kcal_mol": 14.70, "energy_ev": -68070.873, "total_charge": 3, "max_force_ev_per_a": 2.7}

---

No. 2
{"formula": "C22H48NO12PS", "method": "ωB97M-V with the def2-TZVPD basis set", "species": ["H", "H", "H", "H", "H", "P", "C", "C", "C", "H", "H", "H", "C", "C", "H", "C", "H", "C", "H", "H", "H", "O", "C", "H", "O", "H", "H", "H", "H", "O", "C", "H", "O", "O", "S", "H", "H", "H", "O", "O", "C", "H", "C", "H", "H", "H", "H", "H", "O", "C", "H", "H", "H", "H", "H", "C", "C", "H", "C", "H", "H", "C", "H", "O", "H", "C", "O", "O", "H", "H", "H", "O", "C", "C", "C", "H", "N", "C", "C", "H", "H", "H", "H", "H", "H"], "xyz": [[4.247, 0.062, 4.524], [3.576, 0.216, 6.797], [-3.177, 1.304, 4.765], [2.128, 2.262, 2.508], [-3.017, -3.328, 0.018], [0.390, 2.567, 0.362], [7.049, 2.947, -2.893], [-3.289, 1.893, 3.800], [1.976, 2.986, -0.574], [1.829, 4.046, -0.996], [2.193, 2.233, -1.397], [7.149, 3.864, -2.306], [2.498, 0.959, -4.826], [0.563, 0.973, 1.393], [-4.192, 2.600, 3.859], [2.593, 1.308, 5.532], [-2.371, 2.585, 3.738], [3.375, 0.765, 4.262], [1.786, 0.343, -4.269], [7.027, 2.092, -2.212], [4.168, -0.623, -5.606], [6.036, 1.379, -6.197], [1.981, 1.188, 2.125], [6.589, -0.423, -5.493], [-4.849, -2.690, 0.647], [4.305, 2.476, -5.889], [-0.703, 3.730, 2.375], [-8.022, -2.515, -0.442], [-0.654, 1.245, 3.365], [0.709, -2.501, 2.303], [-2.172, 1.338, 1.680], [5.339, 4.463, -4.900], [-6.082, -5.190, 1.726], [-0.867, -2.376, 0.465], [-0.075, -1.548, 1.431], [-2.224, 2.457, 1.421], [-4.967, -4.599, -0.754], [2.796, 1.052, 1.323], [0.758, -0.291, 0.710], [-0.929, -0.575, 2.509], [-6.091, -5.952, 0.532], [1.099, 4.274, 2.165], [2.302, 0.097, 3.267], [7.914, 2.828, -3.552], [-6.949, -6.237, 3.276], [3.865, 1.619, 3.666], [-7.488, -3.470, 0.903], [2.520, 0.650, -5.874], [3.241, 1.144, 6.806], [-7.165, -3.079, -0.060], [-6.327, -1.306, 0.803], [2.166, 1.998, -4.788], [-2.383, 0.801, 0.686], [-7.393, -4.521, 3.142], [-5.940, -5.769, -1.581], [-7.190, -5.433, 2.576], [-5.939, -5.088, -0.724], [-5.237, -6.635, 0.579], [5.997, 0.427, -5.137], [-0.198, 4.871, 1.016], [6.536, 0.805, -4.270], [-0.764, 0.877, 2.281], [1.369, -0.295, 3.790], [-6.976, -4.145, -0.987], [4.765, -0.870, -3.959], [4.624, -0.122, -4.748], [3.773, 0.885, -4.210], [5.829, 2.971, -3.614], [6.962, 3.818, -5.150], [-3.463, 0.068, 2.749], [2.818, 3.048, 0.209], [1.468, 1.824, 5.533], [0.136, 3.970, 1.637], [5.931, 3.542, -4.906], [-6.013, -2.085, 0.097], [-5.807, -1.603, -0.863], [-3.338, 1.067, 2.560], [5.376, 2.628, -6.003], [-3.665, -2.461, -0.103], [-3.148, -1.581, 0.286], [-6.994, -6.564, 0.445], [5.486, 3.165, -6.951], [-8.093, -5.686, 2.012], [-3.864, -2.335, -1.172], [2.775, -0.813, 2.752]], "mulliken_charge": [0.396, 0.351, 0.283, 0.408, 0.281, -0.111, -0.895, -0.655, -0.810, 0.387, 0.273, 0.277, -0.943, 1.560, 0.259, 0.442, 0.140, -0.763, 0.261, 0.239, 0.364, -0.463, -1.383, 0.432, -0.274, 0.040, 0.160, 0.431, 0.106, -0.598, -1.135, 0.361, -0.242, -0.523, 1.020, 0.446, -0.032, 0.433, -0.376, -0.414, -0.500, 0.333, -0.451, 0.428, 0.270, 0.297, 0.081, 0.478, -0.501, -0.318, 0.351, 0.239, 0.196, 0.233, 0.435, -0.865, -0.162, 0.375, -0.298, 0.366, 0.058, 0.225, 0.308, -0.471, 0.358, -0.529, -0.187, -0.254, 0.362, 0.327, 0.236, -0.461, -0.900, -0.501, -0.484, 0.348, -0.271, -0.255, -0.414, -0.147, 0.347, 0.432, 0.419, 0.393, 0.342], "smiles": "CNC[C@H]1OS(=O)(=O)O[C@@]1(CCCC(=O)O)P(C)C.COCCOCCOC.COCCOCCOC", "de_lowest_kcal_mol": 81.42, "energy_ev": -69768.067, "max_force_ev_per_a": 4.7}